No. 1
The following is a quantum chemistry calculation of an isolated ion of composition C7H10N3S and charge +1 in a non-equilibrium geometry, from OMol25.

```
21
Properties=species:S:1:pos:R:3
C -1.69702 -1.38311 0.05189
C 0.24055 0.13556 1.18107
C -1.51939 1.38358 0.09379
C 4.53712 -0.14257 -0.68097
C 2.08467 0.18473 -0.34936
C -2.21336 -2.71523 -0.03474
C -2.17765 2.66997 -0.07715
N -0.45252 1.09662 0.63914
N 3.26088 -0.22160 -0.73094
N 1.49434 -0.14693 0.79190
S -2.51561 -0.10706 -0.55657
H 4.99445 0.53977 0.10388
H 5.19146 -0.94946 -1.20047
H 1.48295 0.86188 -0.83900
H -1.46914 -3.41438 0.46414
H -3.14080 -2.74622 0.58249
H -2.73872 -3.08172 -0.98330
H -2.57130 2.81396 -1.08531
H -3.09293 2.58749 0.56879
H -1.67836 3.42617 0.45717
H 1.98038 -0.79145 1.60356
```

Properties
Highest occupied orbital energy   -11.14 eV
Gap between HOMO and LUMO   6.556 eV
Energy above the lowest of the compared OMol25 structures with the same formula, charge and spin   6.035 eV
Charge   +1
Lowest unoccupied orbital energy   -4.579 eV

---

No. 2
The following is a quantum chemistry calculation of an isolated ion of composition C4H10NOS and charge -1 in a non-equilibrium geometry, from OMol25.

```
17
Properties=species:S:1:pos:R:3
N 1.76735 -0.47870 -1.16271
C 1.07919 -0.03128 0.09372
C 0.57211 -1.16357 0.98128
O 1.48905 -2.05101 1.35740
C 0.02392 1.03670 -0.36272
C -1.40236 0.83347 0.16622
S -2.60283 0.19339 -1.24833
H 1.53811 -1.46814 -1.23295
H 2.76723 -0.57326 -1.02443
H 1.82869 0.51900 0.66665
H 0.17382 -0.58614 1.90328
H -0.36561 -1.56763 0.51902
H -0.11049 1.06435 -1.43587
H 0.41162 1.95238 0.08575
H -1.58937 0.07827 0.90982
H -1.94862 1.76171 0.26868
H -3.63181 0.48046 -0.48481
```

Properties
Highest occupied orbital energy   -2.55 eV
Gap between HOMO and LUMO   5.743 eV
Energy above the lowest of the compared OMol25 structures with the same formula, charge and spin   3.258 eV
Charge   -1
Lowest unoccupied orbital energy   3.190 eV

---

No. 3
The following is a quantum chemistry calculation of one molecule with the formula C4H13N2O in a non-equilibrium geometry, from OMol25.

```
20
Properties=species:S:1:pos:R:3
N -0.64305 -0.96142 -1.59228
C -1.78581 -0.19207 -0.92408
C -1.09755 1.28472 -0.64369
N 0.29230 1.06523 -0.13216
C 0.56366 0.89985 1.34310
C 1.49810 -0.36971 1.51816
O 1.09726 -1.43712 0.63764
H -0.54538 -1.95051 -1.33042
H 0.10078 -0.38129 -1.25775
H -0.83750 -0.85004 -2.58806
H -2.64010 -0.22881 -1.65284
H -2.06390 -0.80230 -0.04218
H -1.08913 1.71008 -1.60832
H -1.74809 1.80292 0.04608
H 0.78308 1.93476 -0.33570
H 1.22985 1.69666 1.66685
H -0.41076 0.78079 1.88165
H 1.51507 -0.78695 2.52654
H 2.43567 0.00686 1.26868
H 1.87705 -1.89862 0.63452
```

Properties
Spin multiplicity   2
Highest occupied orbital energy (spin up / spin down)   -2.74 / -10.12 eV
Gap between HOMO and LUMO (spin up / spin down)   3.524 / 10.743 eV
Energy above the lowest of the compared OMol25 structures with the same formula, charge and spin   2.980 eV
Lowest unoccupied orbital energy (spin up / spin down)   0.782 / 0.620 eV

---

No. 4
The following is a quantum chemistry calculation of one molecule with the formula C2HNO2 in a non-equilibrium geometry, from OMol25.

```
6
Properties=species:S:1:pos:R:3
N -2.05969 0.24041 -0.08953
C -0.92882 0.12931 0.14376
C 0.48093 0.32520 0.14049
O 0.96193 1.45801 -0.05444
O 1.13493 -0.81546 -0.04823
H 0.41072 -1.33747 -0.09204
```

Properties
Highest occupied orbital energy   -11.93 eV
Gap between HOMO and LUMO   11.261 eV
Energy above the lowest of the compared OMol25 structures with the same formula, charge and spin   1.431 eV
Lowest unoccupied orbital energy   -0.671 eV